C4H6Cl4 | ωB97M-V/def2-TZVPD

Cartesian coordinates (Å):
C 0.518 0.951 1.049
C -0.223 1.529 -0.139
C -1.448 0.788 -0.383
C 0.761 -2.875 -0.614
Cl -0.817 3.149 0.392
Cl -1.954 0.602 -2.010
Cl 1.149 -1.884 -1.857
Cl 1.843 -3.890 0.124
H -0.059 0.988 2.029
H 1.492 1.511 1.275
H 0.631 -0.094 0.915
H 0.385 1.646 -0.943
H -2.015 0.377 0.442
H -0.263 -2.797 -0.279

2S+1	1
E	-54331.5706	eV
ΔE to the lowest compared entry with this formula, charge and spin	170.9	kJ/mol
orbital gap (alpha / beta)	8.0 / 7.8	eV
HOMO energy (alpha / beta)	-8.2 / -8.1	eV



C29H27Cl3MgN3O4 | ωB97M-V/def2-TZVPD

Cartesian coordinates (Å):
Mg 0.162 0.264 0.611
C -1.342 -0.545 -2.878
C -1.918 -0.076 -1.539
C -2.483 1.218 -1.484
C -2.223 2.284 -2.548
C -3.273 1.556 -0.346
C -4.266 2.748 -0.377
C -3.165 0.782 0.871
C -3.681 1.326 2.205
C -2.557 -0.513 0.819
C -2.598 -1.436 2.055
C -1.904 -0.931 -0.385
C -1.312 -2.327 -0.506
H -1.648 0.101 -3.730
H -1.650 -1.553 -3.106
H -0.246 -0.551 -2.871
H -2.910 2.149 -3.415
H -1.199 2.199 -2.894
H -2.395 3.285 -2.135
H -5.219 2.378 -0.016
H -4.433 3.157 -1.385
H -3.977 3.599 0.292
H -4.674 0.913 2.452
H -3.782 2.448 2.267
H -2.966 1.053 2.974
H -3.606 -1.902 2.153
H -2.416 -0.869 3.014
H -1.827 -2.204 2.000
H -2.103 -3.077 -0.548
H -0.642 -2.605 0.321
H -0.777 -2.472 -1.425
O 2.854 -1.033 5.595
C 3.319 -1.844 4.600
O 4.348 -2.512 4.694
C 2.611 -1.881 3.319
C 3.088 -2.646 2.206
Cl 4.438 -3.622 2.021
N 2.304 -2.300 1.149
N 1.445 -1.311 1.408
C 1.549 -1.110 2.748
C 0.544 -0.126 3.400
O 0.524 -0.006 4.645
O -0.251 0.468 2.563
C 2.324 -2.867 -0.178
C 2.088 -2.017 -1.303
C 1.964 -2.575 -2.580
C 2.121 -3.930 -2.776
C 2.297 -4.802 -1.714
C 2.459 -4.274 -0.427
H 1.943 -0.651 5.324
H 1.984 -0.950 -1.187
H 1.830 -1.895 -3.410
H 1.996 -4.304 -3.834
H 2.381 -5.892 -1.876
H 2.633 -4.962 0.380
Cl 3.615 1.458 -2.409
C 2.672 2.808 -1.845
C 2.994 4.083 -2.237
C 2.398 5.201 -1.702
C 1.387 5.142 -0.759
C 0.993 3.875 -0.338
Cl -0.102 3.622 0.969
C 1.569 2.607 -0.901
N 1.186 1.442 -0.618
H 3.862 4.186 -2.914
H 2.744 6.172 -2.071
H 0.920 6.047 -0.389

2S+1	1
E	-86187.4177	eV
charge	-1
ΔE to the lowest compared entry with this formula, charge and spin	0.0	kJ/mol
orbital gap	4.5	eV
HOMO energy	-2.4	eV



C10H16O | ωB97M-V/def2-TZVPD

Cartesian coordinates (Å):
C 1.645 1.693 -0.682
C 0.085 0.728 3.178
C -0.738 0.499 2.040
C 1.246 1.437 3.142
C -0.166 0.919 0.805
C 1.834 1.756 1.854
C 1.105 1.420 0.708
O -0.350 0.236 4.417
H -1.704 0.032 2.192
H -1.274 0.025 4.292
H 1.840 1.784 3.981
H -0.782 0.705 -0.071
H 2.694 2.411 1.816
H 1.292 2.563 -1.227
H 1.579 0.818 -1.358
H 2.753 1.671 -0.695
C -1.525 -1.729 -1.796
C -0.319 -2.671 -1.754
C -1.328 -0.716 -2.965
H -1.729 -1.188 -0.877
H -2.424 -2.270 -2.084
H 0.626 -2.142 -1.608
H -0.452 -3.303 -0.871
H -2.050 0.097 -2.924
H -1.369 -1.336 -3.865
H -0.160 -3.166 -2.714
H -0.329 -0.272 -2.934

2S+1	2
E	-12675.2186	eV
charge	-1
ΔE to the lowest compared entry with this formula, charge and spin	49.5	kJ/mol
orbital gap (alpha / beta)	2.7 / 6.8	eV
HOMO energy (alpha / beta)	0.8 / -3.3	eV



C27H39Cl51N2O5 | ωB97M-V/def2-TZVPD

Cartesian coordinates (Å):
C 2.642 2.453 2.182
C 2.913 2.290 0.587
O 2.909 0.865 0.191
C 1.831 3.054 -0.310
N 0.416 2.880 0.142
C -0.444 3.340 -0.995
C -1.548 4.392 -0.414
O -2.700 3.602 -0.028
C -3.597 4.397 0.800
N -4.018 5.675 0.139
C -4.888 3.442 1.064
O -4.354 2.186 1.547
C -5.327 1.432 2.315
C -5.940 0.230 1.423
C -5.153 -0.035 0.066
O -5.840 -0.022 -0.992
O -3.739 -0.276 -0.012
H 1.573 2.208 2.487
H 3.373 1.712 2.683
H 2.937 3.498 2.526
H 3.943 2.682 0.283
H 2.307 0.389 0.814
H 1.896 2.643 -1.384
H 2.053 4.188 -0.277
H 0.206 1.908 0.405
H -1.047 2.434 -1.339
H 0.119 3.858 -1.839
H -1.125 5.016 0.441
H -1.868 5.026 -1.326
H -3.123 4.573 1.841
H -3.730 6.437 0.777
H -5.058 5.645 0.189
H -5.311 3.227 0.008
H -5.656 3.930 1.749
H -4.741 0.981 3.202
H -6.169 2.087 2.717
H -7.014 0.563 1.141
H -5.964 -0.698 2.106
H -3.585 -1.249 -0.104
C -1.666 7.938 2.664
Cl -1.356 8.448 0.999
Cl -3.396 7.654 2.917
Cl -0.733 6.487 3.048
H -1.350 8.737 3.332
C -9.628 0.071 -0.493
Cl -10.067 1.448 0.528
Cl -8.663 -1.096 0.419
Cl -11.078 -0.700 -1.154
H -9.026 0.437 -1.323
C -4.038 2.328 -3.003
Cl -2.425 3.036 -3.134
Cl -5.227 3.319 -3.862
Cl -4.035 0.676 -3.631
H -4.313 2.297 -1.950
C -1.761 -3.779 -1.800
Cl -3.112 -3.670 -0.658
Cl -0.871 -5.291 -1.562
Cl -2.342 -3.654 -3.464
H -1.079 -2.947 -1.610
C 2.792 -1.187 4.886
Cl 1.357 -1.958 5.574
Cl 2.647 -1.060 3.126
Cl 3.046 0.409 5.606
H 3.658 -1.808 5.114
C 0.953 -0.900 -3.319
Cl 0.679 -1.607 -4.917
Cl -0.188 0.417 -3.017
Cl 0.822 -2.140 -2.059
H 1.961 -0.492 -3.293
C 7.262 0.785 4.941
Cl 6.717 2.114 5.975
Cl 8.213 -0.379 5.875
Cl 5.882 -0.011 4.173
H 7.897 1.198 4.159
C 1.513 -6.268 -4.323
Cl 3.123 -5.548 -4.459
Cl 0.321 -5.290 -5.189
Cl 1.523 -7.928 -4.935
H 1.236 -6.292 -3.271
C 4.247 -8.928 -7.251
Cl 4.764 -7.974 -8.648
Cl 3.985 -10.616 -7.711
Cl 5.439 -8.817 -5.947
H 3.305 -8.521 -6.888
C 5.930 1.126 9.622
Cl 5.389 2.455 10.658
Cl 6.883 -0.040 10.552
Cl 4.548 0.331 8.857
H 6.564 1.539 8.839
C 6.083 -3.004 -5.498
Cl 5.811 -3.719 -7.092
Cl 4.932 -1.694 -5.200
Cl 5.963 -4.237 -4.235
H 7.089 -2.588 -5.477
C 5.682 -4.223 3.376
Cl 6.604 -3.118 4.405
Cl 6.755 -5.407 2.615
Cl 4.420 -5.037 4.312
H 5.204 -3.641 2.591
C 4.377 -10.114 -2.489
Cl 3.815 -8.789 -1.458
Cl 5.375 -11.243 -1.563
Cl 3.006 -10.954 -3.225
H 4.987 -9.692 -3.286
C 7.225 -1.241 -10.296
Cl 8.045 -2.050 -8.953
Cl 5.508 -1.666 -10.323
Cl 7.430 0.513 -10.185
H 7.676 -1.580 -11.226
C -1.850 2.743 4.722
Cl -2.550 1.225 5.304
Cl -0.672 3.370 5.884
Cl -1.099 2.514 3.138
H -2.651 3.472 4.619
C 1.416 8.337 5.682
Cl -0.106 8.014 6.525
Cl 2.433 6.890 5.657
Cl 1.106 8.907 4.036
H 1.947 9.120 6.221
C -13.394 -3.274 -2.514
Cl -13.766 -4.008 -4.080
Cl -14.458 -1.893 -2.205
Cl -13.535 -4.469 -1.218
H -12.367 -2.916 -2.539

2S+1	1
E	-680488.1042	eV
orbital gap	8.6	eV
HOMO energy	-8.6	eV



C26H33ClN2O2STl | ωB97M-V/def2-TZVPD

Cartesian coordinates (Å):
Tl 0.869 -0.271 0.581
Cl -0.844 0.968 -1.050
N -0.329 -2.002 -1.175
N 1.029 2.318 1.002
C 0.467 -2.765 -1.860
C 2.074 2.780 0.389
C -1.722 -2.380 -1.517
C -1.520 -3.783 -2.084
C -2.291 -1.490 -2.601
C -2.579 -2.336 -0.265
H -1.714 -1.602 -3.530
H -2.242 -0.441 -2.278
H -3.330 -1.789 -2.788
H -2.176 -3.041 0.472
H -3.604 -2.628 -0.521
H -2.585 -1.324 0.155
C 0.180 3.455 1.443
C 1.128 4.636 1.231
C -0.226 3.260 2.895
C -1.059 3.622 0.589
H -0.779 3.863 -0.443
H -1.668 4.444 0.993
H -1.644 2.697 0.567
H 0.666 3.123 3.516
H -0.880 2.388 3.006
H -0.764 4.153 3.237
O 2.191 4.114 0.363
H 1.593 4.955 2.176
H 0.693 5.500 0.716
O -0.100 -3.807 -2.479
H -2.107 -4.014 -2.981
H -1.662 -4.556 -1.314
C 1.933 -2.532 -2.027
C 3.161 1.952 -0.237
C 2.732 1.135 -1.435
H 3.519 1.269 0.549
H 3.975 2.638 -0.497
C 2.328 -0.174 -1.299
C 2.155 -1.074 -2.313
H -0.478 -0.076 2.840
C 2.132 -0.546 -3.633
C 2.414 0.808 -3.811
C 1.816 -1.426 -4.797
C 2.721 1.662 -2.752
H 2.451 1.206 -4.830
C 3.090 3.087 -2.992
H 3.029 3.311 -4.060
H 4.116 3.287 -2.662
H 2.428 3.777 -2.455
H 2.455 -2.316 -4.808
H 1.973 -0.875 -5.730
H 0.769 -1.765 -4.784
H 2.296 -3.189 -2.821
H 2.420 -2.811 -1.082
S -0.041 -0.256 4.125
C -1.358 -1.302 4.613
C -2.669 -0.976 4.237
C -3.724 -1.827 4.564
C -3.475 -3.023 5.253
C -2.175 -3.317 5.686
C -1.114 -2.480 5.342
H -2.837 -0.051 3.689
H -4.741 -1.550 4.291
H -4.293 -3.715 5.462
H -1.986 -4.195 6.303
H -0.088 -2.706 5.626

2S+1	1
E	-62625.3441	eV
charge	-1
ΔE to the lowest compared entry with this formula, charge and spin	20.0	kJ/mol
orbital gap	5.4	eV
HOMO energy	-2.8	eV



C34H33CrN6O3S4 | ωB97M-V/def2-TZVPD

Cartesian coordinates (Å):
Cr -0.235 -0.441 -1.778
C 4.135 -0.132 -1.791
C 2.690 -0.537 -1.845
N 1.719 0.306 -1.731
N 2.032 1.651 -1.630
C 1.004 2.408 -1.793
S -0.606 2.025 -2.281
S 1.287 4.149 -1.540
C 2.559 4.074 -0.244
C 2.109 4.747 1.013
C 1.826 3.986 2.140
C 1.388 4.594 3.307
C 1.232 5.969 3.362
C 1.513 6.736 2.238
C 1.946 6.126 1.075
C 2.317 -1.954 -2.101
C 3.093 -2.985 -1.576
C 2.759 -4.317 -1.746
C 1.616 -4.625 -2.479
C 0.840 -3.634 -3.036
C 1.156 -2.265 -2.881
O 0.439 -1.342 -3.466
H 4.262 0.738 -1.155
H 4.473 0.140 -2.795
H 4.759 -0.948 -1.443
H 3.486 4.516 -0.615
H 2.731 3.013 -0.081
H 1.907 2.909 2.084
H 1.155 3.984 4.168
H 0.876 6.441 4.268
H 1.390 7.810 2.270
H 2.158 6.730 0.201
H 3.967 -2.737 -0.992
H 3.368 -5.096 -1.312
H 1.331 -5.662 -2.616
H -0.042 -3.874 -3.614
C 3.542 -4.174 4.148
C 2.629 -3.169 3.505
C 2.254 -3.284 2.174
C 1.430 -2.342 1.576
C 0.964 -1.267 2.315
C 1.322 -1.141 3.652
C 2.146 -2.087 4.235
S 0.028 0.043 1.537
O 0.994 0.956 0.980
O -0.862 0.555 2.552
N -0.730 -0.649 0.317
C -1.816 -1.476 0.556
C -2.311 -1.901 1.767
C -3.438 -2.744 1.846
C -4.097 -3.185 0.736
C -3.614 -2.789 -0.536
C -4.221 -3.191 -1.750
C -3.708 -2.792 -2.950
C -2.558 -1.978 -2.947
N -1.987 -1.590 -1.833
C -2.486 -1.961 -0.619
H 3.848 -4.937 3.435
H 3.050 -4.673 4.984
H 4.442 -3.698 4.538
H 2.607 -4.120 1.584
H 1.150 -2.449 0.540
H 0.942 -0.310 4.224
H 2.420 -1.988 5.280
H -1.862 -1.562 2.688
H -3.787 -3.033 2.830
H -4.968 -3.821 0.803
H -5.102 -3.819 -1.705
H -4.154 -3.080 -3.889
H -2.085 -1.651 -3.864
C -5.731 4.349 -2.363
N -5.475 2.926 -2.363
C -4.374 2.364 -1.772
N -3.312 3.167 -1.566
S -4.368 0.757 -1.322
H -6.664 4.532 -2.896
H -4.956 4.893 -2.902
H -5.808 4.762 -1.353
H -6.275 2.311 -2.318
H -3.231 4.029 -2.075
H -2.429 2.717 -1.360

2S+1	5
E	-122644.4149	eV
charge	-1
ΔE to the lowest compared entry with this formula, charge and spin	0.0	kJ/mol
orbital gap (alpha / beta)	6.3 / 7.4	eV
HOMO energy (alpha / beta)	-3.8 / -4.9	eV



C4H5O2Sm | ωB97M-V/def2-TZVPD

Cartesian coordinates (Å):
H 0.944 -1.477 -2.863
C 0.489 -1.144 -1.913
C 0.904 -1.818 -0.886
O 1.243 -2.301 0.141
Sm 2.747 -2.574 2.171
H -0.500 -0.686 -1.887
O -1.935 0.937 1.840
C -1.215 1.522 1.050
C -0.508 2.307 0.326
H -1.750 -0.019 1.982
H 0.434 2.700 0.724
H -0.852 2.552 -0.684

2S+1	6
E	-26170.4536	eV
charge	+4
orbital gap (alpha / beta)	8.1 / 4.2	eV
HOMO energy (alpha / beta)	-25.6 / -25.1	eV



C8H9O6PPm | ωB97M-V/def2-TZVPD

Cartesian coordinates (Å):
O -0.006 -0.009 -5.416
C 0.049 0.076 -4.270
Pm 0.150 0.227 -1.763
O -1.727 -2.910 -2.020
C -1.137 -1.924 -1.942
C 1.413 2.380 -2.287
O 1.996 3.372 -2.332
C -2.127 1.284 -2.052
O -3.163 1.785 -2.100
C 2.175 -1.252 -2.058
O 3.114 -1.916 -2.102
C 0.723 1.126 2.955
P 0.070 0.106 1.658
C 0.749 -1.541 1.697
C -1.724 0.011 1.714
O 0.470 0.786 0.322
H 0.041 1.959 3.170
H 1.682 1.573 2.655
H 0.860 0.527 3.866
H 0.677 -1.964 2.706
H 0.230 -2.208 0.998
H 1.805 -1.490 1.409
H -2.139 1.030 1.679
H -2.134 -0.558 0.865
H -2.048 -0.473 2.647

2S+1	5
E	-46540.9131	eV
charge	+3
ΔE to the lowest compared entry with this formula, charge and spin	0.0	kJ/mol
orbital gap (alpha / beta)	8.4 / 8.6	eV
HOMO energy (alpha / beta)	-22.2 / -22.2	eV